Computed, not measured: a molecular structure, H16O8Tl in a non-equilibrium geometry, with ωB97M-V/def2-TZVPD.

Relative energy (zero: lowest compared OMol25 entry of this formula, charge and spin) (kJ/mol): 27.7
Highest occupied orbital energy (eV): -23.8
LUMO energy (eV): -12.5
Total charge: +3
Orbital gap (eV): 11.32

Geometry (Å):
Tl (0.008, -0.052, 0.031)
O (-1.586, -1.629, -0.484)
H (-1.932, -2.389, -0.005)
H (-1.966, -1.740, -1.354)
O (-1.694, 0.994, -0.883)
H (-2.235, 1.036, -1.673)
H (-2.194, 1.640, -0.362)
O (-1.317, 0.057, 1.857)
H (-2.318, -0.149, 1.773)
H (-1.307, 0.598, 2.638)
O (0.263, 2.127, 0.711)
H (-0.180, 2.654, 1.440)
H (0.989, 2.722, 0.548)
O (0.449, -1.911, 1.387)
H (0.605, -2.832, 1.193)
H (0.408, -1.893, 2.350)
O (1.083, -1.448, -1.346)
H (0.713, -1.735, -2.130)
H (1.938, -1.824, -1.354)
O (0.787, 1.149, -1.850)
H (0.237, 1.890, -2.144)
H (1.695, 1.384, -2.086)
O (2.155, 0.288, 0.437)
H (2.401, 0.576, 1.324)
H (3.010, 0.487, -0.021)

Cartesian forces, eV/Å:
0.522 -0.662 -0.257
-0.309 -0.300 0.032
0.152 -0.317 0.514
-0.333 0.111 -0.730
-1.464 1.362 -0.021
-0.010 -0.649 -1.116
0.315 0.153 0.593
-3.033 -0.634 -0.407
2.113 0.122 -0.027
0.422 0.663 1.009
-1.366 1.565 2.156
0.139 -0.995 -0.885
1.037 0.232 -0.722
-0.008 0.407 0.528
0.300 -0.725 -0.577
-0.066 0.192 0.306
-0.066 0.805 1.891
-1.580 -0.938 -2.916
1.977 -0.663 0.456
-0.178 0.431 -0.202
0.080 0.033 -0.111
0.040 -0.112 -0.202
2.373 0.511 0.327
-0.191 -0.128 0.620
-0.866 -0.464 -0.259

Mulliken atomic charge list, values in e, 6 entries: number 1, Tl, carries 2.34; number 2, O, carries -0.54; number 3, H, carries 0.30; number 4, H, carries 0.30; number 5, O, carries -0.51; number 6, H, carries 0.30



Computed, not measured: a molecular structure, H16O8Xe, with ωB97M-V/def2-TZVPD.

Relative energy (zero: lowest compared OMol25 entry of this formula, charge and spin) (kJ/mol): 32.0
Highest occupied orbital energy (eV): -9.9
LUMO energy (eV): 0.0
Total charge: 0
Orbital gap (eV): 9.94

Geometry (Å):
Xe (0.162, 1.030, -1.075)
O (1.889, -1.984, 0.199)
H (1.268, -1.717, 0.877)
H (1.341, -2.321, -0.510)
O (-2.213, 0.033, 1.649)
H (-2.086, -0.509, 0.871)
H (-2.284, 0.926, 1.310)
O (3.587, -0.048, -1.757)
H (2.840, -0.569, -1.460)
H (3.206, 0.600, -2.349)
O (0.236, -2.524, -1.825)
H (0.218, -3.466, -1.988)
H (-0.670, -2.299, -1.612)
O (-2.556, -1.650, -0.565)
H (-3.160, -1.240, -1.183)
H (-3.025, -2.421, -0.246)
O (2.086, 4.133, -1.258)
H (2.513, 4.155, -0.402)
H (2.677, 3.620, -1.809)
O (0.436, -1.021, 2.287)
H (-0.208, -0.316, 2.230)
H (0.639, -1.086, 3.220)
O (-2.295, 2.759, 1.431)
H (-1.645, 2.604, 2.116)
H (-2.957, 3.311, 1.848)

Cartesian forces, eV/Å:
-0.091 0.044 0.000
0.898 -0.025 -0.115
-0.102 0.253 0.513
-0.218 -0.077 -0.314
0.344 -0.140 0.642
-0.067 -0.434 -0.334
-0.330 0.526 -0.125
0.393 0.228 -0.169
-0.267 -0.404 0.490
-0.062 0.094 -0.178
0.021 -0.149 -0.503
0.065 -0.314 -0.148
-0.495 0.282 0.253
0.399 -0.169 -0.287
-0.171 0.257 -0.217
-0.122 -0.274 0.243
-0.230 0.157 -0.085
0.104 -0.008 0.234
0.160 -0.134 -0.141
0.187 -0.069 0.250
-0.693 0.211 -0.212
0.171 -0.161 0.172
0.065 0.100 -0.254
0.310 0.074 0.239
-0.267 0.131 0.046

Mulliken atomic charge list, values in e, 6 entries: number 1, Xe, carries 0.00; number 2, O, carries -0.65; number 3, H, carries 0.35; number 4, H, carries 0.44; number 5, O, carries -0.69; number 6, H, carries 0.39